{"formula": "C41H66FN7PSSi4TeV", "method": "wB97M-V/def2-TZVPD", "energy_ha": -5194.76215, "multiplicity": 2, "orbital_gap_ha": [0.2245, 0.2458], "lumo_ev": [1.805, 2.385], "total_charge": -1, "elements": ["V", "C", "C", "C", "C", "C", "C", "N", "N", "C", "C", "C", "C", "C", "N", "H", "H", "H", "H", "H", "H", "H", "H", "H", "F", "C", "C", "C", "C", "C", "C", "H", "H", "H", "H", "C", "N", "C", "N", "C", "N", "C", "N", "C", "C", "H", "H", "H", "H", "H", "H", "H", "H", "H", "H", "H", "H", "C", "Si", "C", "C", "Si", "Te", "Si", "C", "C", "C", "Si", "C", "C", "C", "H", "H", "H", "H", "H", "H", "H", "H", "H", "H", "H", "H", "H", "H", "H", "H", "H", "H", "H", "H", "H", "H", "H", "H", "H", "H", "H", "S", "C", "C", "C", "C", "C", "C", "H", "H", "H", "H", "H", "C", "P", "C", "C", "H", "H", "H", "H", "H", "H", "H", "H", "H"], "coordinates": [[0.5237, -0.2793, -0.1772], [1.9244, -2.1024, 5.2497], [1.1617, -3.0072, 4.5255], [0.6387, -2.6681, 3.2850], [0.8862, -1.4039, 2.7435], [1.6510, -0.4864, 3.4775], [2.1608, -0.8396, 4.7147], [0.3999, -1.0433, 1.5005], [-0.2374, -1.9367, 0.6407], [-1.5820, -2.1748, 0.8951], [-2.2321, -1.7373, 2.0671], [-3.5612, -2.0551, 2.2561], [-4.2357, -2.7932, 1.2923], [-3.5063, -3.1966, 0.1842], [-2.2241, -2.9150, -0.0167], [2.3259, -2.3728, 6.2181], [0.9688, -3.9945, 4.9280], [0.0521, -3.3767, 2.7164], [1.8356, 0.4923, 3.0540], [2.7530, -0.1205, 5.2682], [-1.6934, -1.1598, 2.8037], [-4.0735, -1.7187, 3.1500], [-5.2778, -3.0610, 1.3996], [-3.9813, -3.7897, -0.5927], [0.3154, 4.9744, 3.3157], [0.4367, 3.8581, 2.5500], [1.4628, 3.7775, 1.6364], [1.5642, 2.6393, 0.8380], [0.7008, 1.5410, 0.9464], [-0.3005, 1.6885, 1.9222], [-0.4637, 2.8271, 2.7073], [2.1546, 4.6084, 1.5381], [2.3674, 2.6143, 0.1071], [-0.9902, 0.8751, 2.1000], [-1.2552, 2.9023, 3.4437], [-3.1964, 0.3780, -1.7419], [-4.4073, 1.1227, -2.1193], [-3.9905, 2.4451, -2.5957], [-3.2440, 3.1954, -1.5821], [-2.0592, 2.4074, -1.2146], [-2.4193, 1.0741, -0.7003], [-3.3024, 1.2631, 0.4623], [-4.5144, 2.0257, 0.1351], [-5.2277, 1.3068, -0.9230], [-4.0941, 3.3257, -0.3981], [-2.5720, 0.2536, -2.6237], [-3.4705, -0.6125, -1.3745], [-4.8785, 3.0171, -2.8773], [-3.3581, 2.3189, -3.4764], [-1.4924, 2.9394, -0.4470], [-1.4202, 2.2852, -2.0879], [-2.7597, 1.8055, 1.2324], [-3.5908, 0.2839, 0.8470], [-6.1270, 1.8685, -1.1895], [-5.5232, 0.3259, -0.5438], [-3.5415, 3.8625, 0.3759], [-4.9837, 3.9035, -0.6614], [5.4532, 1.2568, -3.6408], [5.0970, 2.9237, -2.8426], [6.0952, 4.2218, -3.7801], [5.7978, 2.9132, -1.0812], [2.7889, 3.3182, -2.8403], [1.4064, 1.1932, -2.3915], [2.0395, 3.6009, -5.0509], [0.2692, 4.2371, -5.0149], [3.0735, 4.8116, -6.0665], [2.0607, 1.9696, -5.9883], [2.4438, 5.3703, -1.7698], [0.6151, 5.6290, -1.4298], [3.4564, 5.5260, -0.1851], [2.9939, 6.8217, -2.8470], [6.4695, 0.9173, -3.4165], [5.3474, 1.3171, -4.7284], [4.7479, 0.5022, -3.2861], [7.1564, 3.9503, -3.7671], [5.9960, 5.2091, -3.3194], [5.7798, 4.3059, -4.8222], [6.5441, 2.1213, -0.9653], [5.0289, 2.7631, -0.3213], [6.2858, 3.8672, -0.8624], [0.2235, 5.2840, -4.7002], [-0.3302, 3.6485, -4.3142], [-0.1899, 4.1609, -6.0058], [3.1705, 5.7870, -5.5856], [2.6016, 4.9597, -7.0437], [4.0797, 4.4219, -6.2411], [1.2772, 1.3076, -5.6126], [3.0137, 1.4468, -5.8668], [1.8943, 2.1418, -7.0571], [0.1680, 4.7546, -0.9576], [0.0822, 5.8016, -2.3693], [0.4477, 6.4942, -0.7796], [3.4323, 4.6261, 0.4362], [3.0922, 6.3664, 0.4145], [4.5029, 5.7238, -0.4356], [2.4323, 6.8625, -3.7839], [4.0578, 6.7624, -3.0946], [2.8221, 7.7629, -2.3128], [-0.3967, -1.1516, -2.2542], [0.4466, -2.6325, -2.7306], [1.0832, -2.6649, -3.9736], [1.7617, -3.8013, -4.3940], [1.8194, -4.9248, -3.5796], [1.1748, -4.9044, -2.3476], [0.4855, -3.7744, -1.9249], [1.0590, -1.7753, -4.5928], [2.2576, -3.8032, -5.3580], [2.3542, -5.8095, -3.9043], [1.2034, -5.7806, -1.7092], [-0.0254, -3.7527, -0.9740], [4.0073, 0.0614, 0.1818], [2.7543, -1.1628, -0.3068], [3.4517, -1.8784, -1.8275], [3.0991, -2.5454, 0.8355], [4.9573, -0.4354, 0.3884], [3.6718, 0.6012, 1.0681], [4.1306, 0.7715, -0.6341], [4.5284, -1.9977, -1.6825], [3.2580, -1.2350, -2.6800], [3.0026, -2.8545, -2.0099], [4.0801, -2.9658, 0.6078], [2.3336, -3.3110, 0.7042], [3.0830, -2.2119, 1.8704]], "forces_ev_per_angstrom": [[-0.6218, 0.5096, 0.3547], [-0.0117, 0.0060, -0.0149], [-0.0283, -0.0087, -0.0574], [-0.0131, -0.0463, 0.0672], [0.0350, 0.0980, -0.0532], [0.0389, 0.0110, 0.0125], [-0.0067, 0.0234, -0.0389], [-0.1614, 0.0504, -0.2617], [0.0597, -0.7425, 0.3817], [0.0699, 0.2143, -0.0052], [-0.0177, 0.0329, 0.0234], [0.0553, 0.0352, 0.0357], [0.0083, -0.0224, -0.0391], [0.0554, -0.0018, -0.0287], [-0.0413, -0.0641, -0.0464], [-0.0004, 0.0003, -0.0096], [-0.0051, -0.0012, -0.0050], [-0.0030, -0.0096, -0.0029], [0.0170, -0.0063, 0.0251], [-0.0073, 0.0014, -0.0126], [0.0025, 0.0059, 0.0203], [0.0064, 0.0026, 0.0134], [-0.0020, 0.0045, -0.0066], [0.0072, 0.0004, -0.0008], [-0.0032, 0.0163, 0.0228], [-0.0523, -0.1252, -0.0235], [-0.0143, 0.1165, 0.0850], [0.1574, -0.0430, 0.0849], [-0.0977, 0.2061, 0.0399], [0.0222, 0.1602, -0.0017], [0.0322, 0.0033, -0.0197], [-0.4082, -0.2532, 0.2450], [-0.0345, 0.0154, -0.0132], [-0.0331, -0.0629, 0.0035], [-0.0001, 0.0034, -0.0136], [-0.0271, 0.0739, 0.0074], [0.0451, -0.0072, 0.0197], [0.0206, -0.0194, 0.0450], [0.0010, -0.0368, 0.0234], [-0.0908, 0.0200, 0.0272], [0.0355, 0.0433, 0.0587], [-0.0493, -0.0293, -0.0797], [0.0315, -0.0123, -0.0103], [0.0506, 0.0116, -0.0071], [0.0148, -0.0417, -0.0289], [0.0153, -0.0007, -0.0203], [-0.0041, 0.0014, 0.0069], [-0.0106, 0.0037, 0.0028], [0.0088, -0.0023, -0.0093], [-0.0036, -0.0117, 0.0119], [0.0213, -0.0077, -0.0347], [0.0491, 0.0279, 0.0511], [0.0044, 0.0056, -0.0124], [-0.0069, 0.0085, -0.0034], [-0.0014, -0.0118, 0.0060], [0.0119, 0.0023, 0.0095], [-0.0163, 0.0100, -0.0029], [0.0059, -0.0351, -0.0493], [-0.0117, -0.0191, 0.0343], [0.0160, 0.0572, -0.0388], [0.0031, 0.0198, 0.0659], [0.0211, -0.0789, 0.0716], [0.2024, 0.3859, -0.4691], [0.0723, -0.0494, 0.0251], [-0.0608, 0.0367, 0.0119], [0.0230, 0.0413, -0.0338], [-0.0188, -0.0673, -0.0091], [-0.1214, 0.0045, 0.0381], [-0.0499, 0.0364, 0.0158], [0.2325, -0.0712, -0.0085], [0.0413, 0.0092, -0.0624], [-0.0246, 0.0219, -0.0197], [-0.0118, -0.0068, 0.0465], [0.0081, -0.0235, 0.0075], [-0.0253, 0.0238, 0.0025], [0.0007, -0.0449, -0.0218], [0.0287, -0.0016, 0.0484], [-0.0156, 0.0308, 0.0060], [0.0339, -0.0019, -0.0096], [-0.0205, -0.0208, -0.0148], [0.0050, -0.0475, -0.0175], [0.0159, 0.0197, -0.0290], [0.0141, 0.0112, 0.0276], [0.0178, -0.0364, -0.0260], [0.0154, 0.0047, 0.0226], [-0.0484, 0.0076, -0.0042], [0.0496, 0.0152, -0.0223], [-0.0334, 0.0304, -0.0169], [0.0008, 0.0050, 0.0335], [-0.0104, -0.0548, 0.0604], [0.0127, -0.0111, 0.0476], [0.0124, -0.0346, -0.0269], [0.2685, 0.2398, -0.3708], [0.0192, -0.0127, 0.0060], [-0.0184, 0.0124, -0.0223], [0.0075, 0.0072, 0.0611], [-0.0504, 0.0106, -0.0092], [0.0169, -0.0421, -0.0119], [-0.0679, -0.2742, -0.2340], [-0.0195, -0.0415, 0.0949], [-0.0156, -0.0541, -0.0331], [-0.0334, 0.0508, 0.0068], [-0.0112, -0.0083, 0.0103], [-0.0242, 0.0517, 0.0082], [0.0466, -0.0057, -0.0951], [-0.0006, -0.0249, 0.0131], [-0.0064, 0.0051, 0.0078], [-0.0024, 0.0108, 0.0069], [-0.0053, 0.0092, -0.0005], [-0.0156, -0.0111, 0.0256], [-0.0346, -0.0124, 0.0211], [0.3930, -0.3166, 0.0436], [0.0479, 0.0337, 0.0101], [-0.0225, -0.0008, -0.0092], [0.0185, 0.0106, -0.0152], [0.0084, -0.0093, 0.0037], [-0.0152, -0.0032, 0.0060], [0.0043, 0.0013, -0.0098], [-0.0093, 0.0381, -0.0519], [0.0292, 0.0235, 0.0210], [0.0075, -0.0106, -0.0111], [-0.0121, 0.0017, 0.0052], [0.0127, 0.0071, 0.0161]], "mulliken_spin": [1.27, -0.03, 0.02, -0.04, 0.04, -0.02, 0.02, -0.11, 0.00, 0.01, -0.01, 0.00, -0.01, 0.00, 0.00, 0.00, 0.00, 0.00, -0.01, 0.00, 0.00, 0.00, 0.00, 0.00, 0.00, 0.01, -0.01, 0.04, -0.09, 0.02, -0.01, 0.00, 0.02, -0.02, 0.00, 0.00, 0.00, 0.00, 0.00, 0.01, -0.03, 0.01, 0.00, 0.00, 0.00, 0.00, 0.00, 0.00, 0.00, 0.00, 0.00, 0.00, 0.00, 0.00, 0.00, 0.00, 0.00, 0.00, 0.00, 0.00, 0.00, 0.00, -0.05, -0.01, 0.00, 0.00, 0.00, 0.00, 0.00, 0.00, 0.00, 0.00, 0.00, 0.00, 0.00, 0.00, 0.00, 0.00, 0.00, 0.00, 0.00, 0.00, 0.00, 0.00, 0.00, 0.00, 0.00, 0.00, 0.00, 0.00, 0.00, 0.00, 0.00, 0.00, 0.00, 0.00, 0.00, 0.00, -0.03, 0.01, 0.00, 0.00, 0.00, 0.00, 0.01, 0.00, 0.00, 0.00, 0.00, 0.00, 0.02, -0.03, 0.01, 0.00, 0.00, 0.00, 0.00, 0.00, 0.00, 0.00, 0.00, 0.00, 0.00]}